Molecular formula: C36H63N9
Method: DFT, the ωB97M-V functional and the def2-TZVPD basis

Geometry as XYZ:
```
108
Properties=species:S:1:pos:R:3:forces:R:3
C -7.40710 -1.27502 0.92594 -0.03 0.82 0.12
C -6.07017 -1.94830 0.70856 0.21 0.40 -0.51
C -4.88455 -0.92642 0.55338 0.48 -1.04 -0.28
C -3.98883 -1.34414 -0.55677 -2.08 1.16 3.09
N -3.28036 -1.62822 -1.38316 2.02 -0.87 -2.44
H -8.22935 -1.92941 1.21459 0.24 -0.16 0.08
H -7.72453 -0.74283 0.02886 0.03 -0.08 -0.17
H -7.28257 -0.49348 1.67596 -0.24 -0.08 0.28
H -6.13092 -2.56342 -0.18927 0.12 -0.10 0.04
H -5.80063 -2.60275 1.53735 -0.14 -0.03 -0.02
H -4.30955 -0.96307 1.47852 0.20 0.11 -0.16
H -5.05970 0.13774 0.39503 -0.75 -0.11 -0.04
C 0.41362 -0.97723 -6.77847 0.60 -0.25 -0.40
C 0.47802 0.36584 -6.08223 -0.30 0.47 -0.23
C 0.48572 0.28940 -4.55541 0.20 0.88 0.45
C 1.80198 0.08996 -3.91761 2.90 -0.82 1.11
N 2.86804 -0.10171 -3.44444 -3.49 0.74 -1.49
H -0.01932 -1.78691 -6.19112 -0.20 0.16 0.05
H 1.45664 -1.23447 -6.96510 0.00 -0.48 0.01
H -0.04456 -0.96239 -7.76728 -0.21 0.17 0.14
H -0.30194 1.09825 -6.29203 -0.60 -0.60 -0.34
H 1.32979 0.89422 -6.51113 0.38 0.02 0.58
H -0.24967 -0.39313 -4.12887 0.20 -0.50 -0.27
H 0.07206 1.24587 -4.23403 0.44 0.23 0.41
C 3.50917 -4.76035 -4.19861 -0.58 2.51 0.31
C 3.67329 -3.19740 -4.03885 0.23 -0.99 0.47
C 4.48751 -2.80658 -2.80571 -0.73 0.50 0.86
C 3.77065 -3.00072 -1.50932 -0.62 -0.75 1.71
N 3.25352 -3.06708 -0.46076 1.04 0.13 -2.38
H 3.20546 -5.16155 -3.23199 0.41 -0.41 -0.12
H 4.45285 -5.12128 -4.60608 -0.37 -0.55 0.09
H 2.64016 -4.82513 -4.85318 0.36 -0.75 -0.35
H 2.72705 -2.66563 -3.93864 -0.13 -0.27 -0.30
H 4.19290 -2.83585 -4.92621 -0.08 0.25 0.05
H 4.54520 -1.71960 -2.73757 0.66 0.14 -0.62
H 5.47221 -3.27309 -2.78616 -0.04 0.07 0.20
C 4.56114 4.12721 -2.13216 -0.95 0.43 -0.03
C 3.43817 3.19482 -2.58097 0.22 -0.01 0.21
C 2.56079 2.51432 -1.45778 2.33 -1.08 -2.10
C 2.40656 3.27613 -0.28497 -1.29 2.26 2.53
N 2.27071 3.89735 0.68911 0.39 -1.06 -1.39
H 4.97863 4.51518 -3.06131 0.30 0.14 0.18
H 5.34928 3.66598 -1.53745 -0.16 -0.03 0.06
H 4.07870 4.95240 -1.60797 0.53 0.20 0.28
H 3.98160 2.46588 -3.18217 -0.79 -0.60 0.00
H 2.80479 3.78037 -3.24755 -0.17 -0.12 -0.01
H 3.18391 1.69460 -1.09764 -0.04 -0.46 -0.18
H 1.68144 2.03735 -1.88900 -0.18 0.45 0.37
C -1.69409 0.56250 5.84980 0.65 0.46 -0.95
C -2.10210 -0.84674 5.48838 -0.82 -1.32 1.83
C -3.35668 -1.30646 6.27670 -0.97 1.20 -0.95
C -4.53069 -0.49848 5.81482 2.48 -1.97 1.15
N -5.36415 0.12600 5.37981 -1.99 1.45 -0.93
H -2.33870 1.37900 5.52415 -0.38 -0.31 -0.09
H -0.73954 0.75033 5.35765 0.12 0.18 0.13
H -1.53232 0.68274 6.92103 -0.07 -0.22 0.05
H -1.37908 -1.52280 5.94645 0.59 0.00 -0.41
H -2.26302 -1.18609 4.46564 0.31 0.83 -0.16
H -3.23532 -1.12100 7.34378 0.01 -0.31 0.01
H -3.56922 -2.34842 6.03820 -0.02 -0.03 0.38
C 0.19957 -5.04791 -2.96504 -0.04 0.29 0.10
C -0.67039 -3.76054 -2.82943 1.12 -1.32 1.37
C -1.93912 -3.76578 -3.60898 -0.84 0.60 -0.49
C -2.92954 -4.79565 -3.11926 1.49 1.61 -1.07
N -3.66187 -5.57854 -2.72665 -0.47 -0.52 0.28
H 0.35968 -5.47203 -3.95682 -0.16 0.68 -0.48
H -0.22546 -5.91277 -2.45525 -0.11 0.27 0.49
H 1.19107 -4.83020 -2.56837 -0.09 -0.21 0.23
H -0.06440 -2.85885 -2.92164 -0.03 0.06 -0.88
H -0.94273 -3.65958 -1.77819 -0.09 -0.28 0.21
H -1.72119 -3.79763 -4.67686 -0.24 -0.91 -0.14
H -2.34713 -2.75713 -3.53883 -0.66 -0.19 0.49
C 0.86225 0.18039 -0.18679 -0.03 -1.63 0.77
C 0.50692 -1.18376 0.46961 -1.16 1.09 0.78
C 0.06670 -0.98328 1.93814 1.94 -0.13 0.31
C -1.18846 -0.32964 2.10948 -4.05 1.60 -0.15
N -2.26383 0.14730 2.16651 3.11 -1.16 -0.05
H 1.67167 0.54988 0.44327 0.21 0.39 -0.36
H 0.04971 0.90669 -0.17329 -0.08 -0.12 -0.19
H 1.22143 -0.07448 -1.18354 0.01 0.53 -0.03
H 1.40335 -1.80280 0.48807 -0.38 -0.29 -0.31
H -0.40166 -1.63082 0.06563 0.53 -0.43 -0.91
H 0.83916 -0.37657 2.41235 0.01 0.16 0.29
H 0.07321 -1.91932 2.49709 -0.20 -0.14 -0.09
C 2.08493 0.79269 4.92822 -0.14 0.30 0.08
C 2.68829 2.00233 5.63609 0.71 -0.70 2.22
C 3.11777 3.04989 4.70052 0.00 1.19 -1.44
C 3.11230 4.44512 5.21271 -0.06 -3.78 -1.49
N 3.05636 5.52132 5.53313 -0.06 2.98 1.09
H 1.21668 1.08350 4.33597 -0.27 0.18 0.20
H 1.78051 0.01554 5.62898 0.08 -0.03 -0.09
H 2.75480 0.37880 4.17405 0.38 -0.11 0.25
H 3.57836 1.75820 6.21749 0.08 -0.71 0.04
H 2.10460 2.47241 6.42806 -0.87 -0.39 -0.27
H 2.38931 2.92583 3.89852 0.20 0.97 -0.55
H 4.10081 2.82602 4.28617 -0.01 0.14 -0.13
C -2.53424 4.77609 0.77448 0.46 1.06 -0.29
C -1.36126 3.90872 1.23176 -0.95 0.15 -0.14
C -0.39639 4.63212 2.18123 0.11 -0.68 0.11
C 0.03812 5.92835 1.71140 0.89 3.17 -1.23
N 0.35296 6.99791 1.34766 -0.78 -2.65 0.84
H -3.51601 4.32335 0.90950 0.11 0.14 0.08
H -2.38354 5.04124 -0.27215 -0.34 -0.14 -0.14
H -2.44299 5.74630 1.26346 -0.63 0.03 0.26
H -0.89948 3.60868 0.29122 0.60 -0.48 0.49
H -1.83975 3.07179 1.74030 0.72 -0.38 0.03
H 0.50601 4.03960 2.33251 -0.01 -0.05 0.03
H -0.83996 4.80094 3.16282 -0.23 -0.13 0.02
```
Positions in Å, forces in eV/Å.

M (g/mol): 621.96
Max |F| (hartree/bohr): 0.0848
SMILES: CCCC#N.CCCC#N.CCCC#N.CCCC#N.CCCC#N.CCCC#N.CCCC#N.CCCC#N.CCCC#N
Kohn-Sham gap (Eh): 0.4014
E (eV): -51760.5057
Relative energy (zero: lowest compared OMol25 entry of this formula, charge and spin) (kcal per mole): 81.03
E_HOMO (eV): -10.780

Here are the Löwdin charges for atoms 1 to 5, given in e:
1. C -0.117
2. C -0.242
3. C -0.168
4. C -0.224
5. N 0.162